[1]
Entry from the Open Molecules 2025 dataset: a cluster of 2 separate species, C2H3ClF2O in total at a distorted geometry (wB97M-V/def2-TZVPD).

XYZ file:
```
9
C2H3ClF2O | the Open Molecules 2025 dataset | wB97M-V/def2-TZVPD
C -0.529 0.160 -1.146
C 0.572 -0.012 1.375
O 0.064 0.962 -0.319
F -0.097 -1.145 1.209
F 0.059 0.737 2.243
Cl 0.552 -0.736 -2.248
H -1.188 -0.765 -0.763
H -1.079 0.802 -1.807
H 1.648 -0.002 1.456
```

Properties
- frontier orbital gap (eV) = 9.9141
- relative energy (zero: lowest compared OMol25 entry of this formula, charge and spin) (kcal per mole) = 59.01
- lowest unoccupied orbital energy (eV) = 0.0
- molar mass (g/mol) = 116.5
- DFT total energy (eV) = -22124.796

[2]
Entry from the Open Molecules 2025 dataset: a cluster of 2 separate species, C2H3ClF2S in total at a distorted geometry (wB97M-V/def2-TZVPD).

XYZ file:
```
9
C2H3ClF2S | the Open Molecules 2025 dataset | wB97M-V/def2-TZVPD
C -0.255 -0.551 -0.515
C -0.376 0.675 0.405
F -0.221 -0.075 2.121
F 0.596 1.532 0.412
S 1.555 -1.248 -0.593
Cl -2.021 1.365 0.364
H -1.062 -1.297 -0.221
H -0.306 -0.252 -1.632
H 2.090 -0.149 -0.341
```

Properties
- frontier orbital gap (eV) = 9.5750
- relative energy (zero: lowest compared OMol25 entry of this formula, charge and spin) (kcal per mole) = 52.28
- lowest unoccupied orbital energy (eV) = -0.2
- molar mass (g/mol) = 132.6
- DFT total energy (eV) = -30912.965

[3]
Entry from the Open Molecules 2025 dataset: an isolated molecule of C2H3ClF2S at a distorted geometry (wB97M-V/def2-TZVPD).

XYZ file:
```
9
C2H3ClF2S | the Open Molecules 2025 dataset | wB97M-V/def2-TZVPD
F -1.852 -0.626 -0.508
C -0.915 0.064 0.097
F -0.894 -0.226 1.405
Cl -1.274 1.746 -0.002
C 0.432 -0.324 -0.522
S 1.953 0.641 0.053
H 0.339 -0.161 -1.626
H 0.475 -1.429 -0.250
H 1.735 0.316 1.354
```

Properties
- frontier orbital gap (eV) = 10.4802
- relative energy (zero: lowest compared OMol25 entry of this formula, charge and spin) (kcal per mole) = 0.00
- SMILES string = FC(F)(Cl)CS
- lowest unoccupied orbital energy (eV) = 0.7
- molar mass (g/mol) = 132.6
- DFT total energy (eV) = -30915.232

[4]
Entry from the Open Molecules 2025 dataset: a structure of composition C2H3ClFI (wB97M-V/def2-TZVPD).

XYZ file:
```
8
C2H3ClFI | the Open Molecules 2025 dataset | wB97M-V/def2-TZVPD
C -0.570 0.457 0.775
C -0.916 -0.574 1.520
F 0.246 -1.268 -2.004
Cl -0.103 -2.088 1.455
I -2.563 -0.496 2.851
H 0.259 0.410 0.090
H 0.317 -1.830 -1.257
H -1.116 1.384 0.831
```

Properties
- frontier orbital gap (eV) = 9.7182
- relative energy (zero: lowest compared OMol25 entry of this formula, charge and spin) (kcal per mole) = 4.78
- lowest unoccupied orbital energy (eV) = 0.1
- molar mass (g/mol) = 208.4
- DFT total energy (eV) = -25462.408

[5]
Entry from the Open Molecules 2025 dataset: a structure of composition C2H3ClFI at a distorted geometry (wB97M-V/def2-TZVPD).

XYZ file:
```
8
C2H3ClFI | the Open Molecules 2025 dataset | wB97M-V/def2-TZVPD
C -0.533 -0.455 -0.915
C 0.453 -0.710 -0.081
F -0.292 2.031 1.805
Cl 0.750 -2.362 0.533
I 2.076 0.467 0.181
H -1.327 -1.224 -1.021
H -0.401 1.822 0.931
H -0.727 0.431 -1.433
```

Properties
- frontier orbital gap (eV) = 9.8510
- relative energy (zero: lowest compared OMol25 entry of this formula, charge and spin) (kcal per mole) = 13.19
- lowest unoccupied orbital energy (eV) = 0.2
- molar mass (g/mol) = 208.4
- DFT total energy (eV) = -25462.043

[6]
Entry from the Open Molecules 2025 dataset: a cluster of 4 separate species, C2H3ClFN2O4 in total at a distorted geometry (wB97M-V/def2-TZVPD).

XYZ file:
```
13
C2H3ClFN2O4 | the Open Molecules 2025 dataset | wB97M-V/def2-TZVPD
C 0.501 0.083 -0.374
H -0.967 -1.463 -0.063
Cl 1.455 2.413 -0.080
C -0.628 -0.073 0.571
H 0.437 0.449 -1.395
H -0.353 0.163 1.612
N 1.787 -0.560 0.101
O 1.909 -0.805 1.281
O 2.560 -0.918 -0.760
N -1.804 0.685 0.217
O -2.749 0.621 0.996
O -1.946 1.035 -0.950
F -0.203 -1.630 -1.155
```

Properties
- frontier orbital gap (alpha / beta) (eV) = 8.1211 / 8.1218
- charge = -1
- lowest unoccupied orbital energy (alpha / beta) (eV) = 2.2 / 2.2
- molar mass (g/mol) = 173.5
- DFT total energy (eV) = -28526.601

[7]
Entry from the Open Molecules 2025 dataset: a cluster of 2 separate species, C2H3ClFNO2 in total at a distorted geometry (wB97M-V/def2-TZVPD).

XYZ file:
```
10
C2H3ClFNO2 | the Open Molecules 2025 dataset | wB97M-V/def2-TZVPD
C 1.195 -0.504 0.037
C 0.287 -1.381 -0.341
F -0.105 -1.395 -1.602
Cl -0.629 -2.373 0.689
H 1.310 -0.272 1.079
H 1.670 0.214 -0.601
O -2.476 1.740 0.220
N -1.509 1.044 0.155
O -0.295 1.837 0.110
H 0.552 1.092 0.254
```

Properties
- frontier orbital gap (eV) = 10.5396
- relative energy (zero: lowest compared OMol25 entry of this formula, charge and spin) (kcal per mole) = 70.99
- SMILES string = C=C(F)Cl.O=NO
- lowest unoccupied orbital energy (eV) = 0.2
- molar mass (g/mol) = 127.5
- DFT total energy (eV) = -22943.148

[8]
Entry from the Open Molecules 2025 dataset: a cluster of 2 separate species, C2H3ClFNO3 in total at a distorted geometry (wB97M-V/def2-TZVPD).

XYZ file:
```
11
C2H3ClFNO3 | the Open Molecules 2025 dataset | wB97M-V/def2-TZVPD
C 0.988 -0.336 0.885
C 0.482 0.103 -0.450
N -1.736 0.361 0.079
O -1.998 0.735 1.178
O -2.384 0.041 -0.872
O 0.275 -0.825 -1.383
F 2.342 -0.134 1.005
Cl 0.912 1.693 -0.978
H 0.506 0.247 1.683
H 0.805 -1.408 1.016
H -0.193 -0.477 -2.164
```

Properties
- frontier orbital gap (alpha / beta) (eV) = 7.0832 / 9.2786
- multiplicity = 3
- ⟨S²⟩ = 2.01
- lowest unoccupied orbital energy (alpha / beta) (eV) = -0.2 / -2.5
- molar mass (g/mol) = 143.5
- DFT total energy (eV) = -24989.058

[9]
Entry from the Open Molecules 2025 dataset: a structure of composition C2H3ClN2 at a distorted geometry (wB97M-V/def2-TZVPD).

XYZ file:
```
8
C2H3ClN2 | the Open Molecules 2025 dataset | wB97M-V/def2-TZVPD
C 0.040 -0.642 0.210
C -1.138 0.148 0.041
N 1.117 -1.236 0.277
N 1.720 -0.261 -0.683
Cl 2.622 0.917 0.128
H -1.099 1.005 0.715
H -2.021 -0.444 0.294
H -1.241 0.512 -0.982
```

Properties
- frontier orbital gap (alpha / beta) (eV) = 8.2277 / 8.2320
- relative energy (zero: lowest compared OMol25 entry of this formula, charge and spin) (kcal per mole) = 125.85
- lowest unoccupied orbital energy (alpha / beta) (eV) = 0.0 / 0.0
- molar mass (g/mol) = 90.5
- DFT total energy (eV) = -17619.951

[10]
Entry from the Open Molecules 2025 dataset: a cluster of 2 separate species, C2H3ClN2 in total at a distorted geometry (wB97M-V/def2-TZVPD).

XYZ file:
```
8
C2H3ClN2 | the Open Molecules 2025 dataset | wB97M-V/def2-TZVPD
C -1.481 1.050 -0.112
C -1.407 -0.335 -0.041
N -1.345 2.179 -0.277
N -2.504 -0.914 0.142
Cl 2.587 0.938 -0.221
H -0.431 -0.705 -0.221
H 1.761 0.067 0.095
H -3.340 -0.318 0.117
```

Properties
- frontier orbital gap (alpha / beta) (eV) = 8.0456 / 7.8421
- relative energy (zero: lowest compared OMol25 entry of this formula, charge and spin) (kcal per mole) = 14.71
- multiplicity = 3
- ⟨S²⟩ = 2.01
- lowest unoccupied orbital energy (alpha / beta) (eV) = 0.6 / -3.6
- molar mass (g/mol) = 90.5
- DFT total energy (eV) = -17619.975